Entry 1:
Density functional theory data (wB97M-V/def2-TZVPD) for C8H7ClN2 in the gas phase at a distorted geometry.

```
18
Properties=species:S:1:pos:R:3:forces:R:3:mulliken_charge:R:1
C 1.1793 -1.3689 -0.0341 -0.183 1.060 0.024 -0.407
C 2.5302 -1.2504 0.0007 1.634 0.933 -0.443 -0.648
C 2.2842 1.1400 -0.0073 0.286 -2.011 -0.674 -0.913
C 0.9130 1.0007 -0.0711 -1.251 2.806 0.161 -0.924
C 0.3522 -0.2317 -0.1192 1.638 -0.855 0.810 1.138
C 3.0923 0.0262 -0.0634 0.399 0.917 0.539 0.321
C -3.3293 0.3845 -0.0204 -1.113 -2.537 0.428 -0.235
C -1.9619 0.6232 0.0291 3.952 -2.603 0.221 0.036
N -4.1568 1.3380 0.1150 0.089 -0.598 -0.964 -0.517
N -1.0387 -0.3615 0.0669 -3.012 2.532 -0.045 -0.059
Cl 4.8849 0.3640 0.0046 -1.426 -0.848 -0.061 -0.232
H 0.7870 -2.3035 0.0687 -1.171 -2.710 0.151 0.400
H 3.2806 -1.9998 0.0816 -0.219 -1.220 0.014 0.393
H 2.8417 2.0068 0.1179 0.262 2.106 0.041 0.410
H -3.4360 -0.7380 -0.2192 -1.305 1.271 0.031 0.243
H -1.6959 1.5942 -0.1484 1.534 2.258 -0.300 0.432
H -5.0649 1.0027 -0.1863 -0.575 0.056 0.515 0.269
H -1.4619 -1.2265 0.3851 0.462 -0.557 -0.449 0.295
```
Positions in Å, forces in eV/Å.

## Properties
HOMO (alpha / beta)	-6.91 / -6.84	eV
max |F|	4.737	eV/Å
E	-878.5636	Eh
energy above the lowest of the compared OMol25 structures with the same formula, charge and spin	85.2	kcal/mol

Entry 2:
Density functional theory data (wB97M-V/def2-TZVPD) for C16H45NNaO5S5 as an isolated structure at a distorted geometry.

```
73
Properties=species:S:1:pos:R:3:forces:R:3:mulliken_charge:R:1
Na -0.0643 0.3418 -0.1938 -0.036 0.098 -0.059 0.886
C -0.3007 4.4817 -1.9611 -0.821 -0.501 0.863 -1.203
C 0.6135 3.6425 -2.8348 -1.915 0.383 -0.585 -0.500
N -0.0206 2.2778 -3.1038 0.453 0.440 0.327 0.122
C -1.4359 2.3022 -3.6068 1.470 -0.438 -0.396 -0.795
C -1.5906 2.9918 -4.9482 -0.683 0.522 0.832 -1.027
C 0.8815 1.6145 -4.0836 -1.227 -0.064 1.198 -0.555
C 0.4959 0.1783 -4.4495 1.490 0.111 -0.098 -1.317
H -0.6888 3.7945 -1.2093 0.162 0.084 0.582 0.228
H -1.2341 4.8395 -2.3958 0.246 0.100 -0.658 0.285
H 0.1527 5.3318 -1.4515 0.285 -0.166 -0.168 0.380
H 0.7209 4.1827 -3.7753 0.271 -0.081 -0.384 0.336
H 1.5996 3.6469 -2.3704 -0.040 -0.926 -0.023 0.468
H -1.7511 1.2755 -3.7932 0.268 -0.280 0.450 0.362
H -2.1435 2.6834 -2.8705 0.320 0.294 0.074 0.491
H -1.3223 4.0385 -4.8051 -0.188 0.145 -0.470 0.258
H -1.0330 2.5683 -5.7836 -0.091 -0.112 0.206 0.275
H -2.6655 2.8825 -5.0919 -0.019 0.446 -0.776 0.413
H 1.8052 1.6362 -3.5054 0.443 -0.363 -0.633 0.452
H 0.9865 2.2148 -4.9874 0.154 0.108 -0.124 0.361
H 0.5224 -0.4801 -3.5813 -0.399 0.019 0.090 0.277
H 1.3683 -0.1177 -5.0321 -0.004 -0.435 -0.238 0.425
H -0.3603 -0.0284 -5.0916 -0.176 0.450 0.309 0.321
C -1.1926 -3.0112 5.2328 -0.089 0.661 -0.454 -0.977
S -0.2768 -2.7308 3.6301 1.222 1.513 0.627 0.525
O -0.3018 -1.2062 3.4202 -0.356 -1.862 0.098 -0.625
C 1.5529 -3.0282 4.1140 -0.821 -0.278 -0.260 -0.814
H -2.2678 -2.9734 5.0576 0.016 0.119 -0.712 0.318
H -0.9890 -2.0998 5.7950 0.368 -0.337 0.410 0.327
H -1.0738 -3.9637 5.7491 0.790 0.157 -0.069 0.362
H 2.0712 -3.3875 3.2250 -0.341 -0.146 -0.154 0.268
H 1.6609 -3.7739 4.9017 -0.157 0.099 0.030 0.338
H 2.0542 -2.0924 4.3613 -0.613 0.160 0.279 0.284
C 1.0987 3.6955 3.6140 0.255 0.284 -0.642 -0.982
S 2.5167 2.7467 2.8696 -0.547 -0.319 -0.992 0.512
O 2.4124 2.7086 1.3354 -0.115 0.399 1.994 -0.593
C 3.7748 3.9671 3.3425 -0.479 1.016 -0.313 -0.948
H 0.1269 3.2046 3.5624 0.421 -0.734 0.174 0.332
H 0.8985 4.6220 3.0757 0.602 0.193 -0.128 0.348
H 1.3965 3.9219 4.6378 -0.163 -0.130 0.007 0.358
H 4.7556 3.8119 2.8931 -0.262 -0.468 -0.020 0.314
H 3.8573 4.0870 4.4228 -0.037 -0.519 0.038 0.368
H 3.3909 4.9245 2.9902 0.131 0.117 -0.224 0.313
C 4.7842 -4.0360 -1.2520 0.334 0.381 -0.332 -0.970
S 4.6425 -2.2016 -1.0164 0.063 -1.493 2.367 0.465
O 3.4225 -2.0639 -0.0953 1.437 0.100 -1.244 -0.523
C 6.1676 -2.2368 0.1040 -0.044 0.552 -0.775 -0.988
H 4.1451 -4.3304 -2.0845 -0.225 -0.112 0.380 0.298
H 4.5777 -4.5036 -0.2892 -0.622 0.159 -0.125 0.301
H 5.7972 -4.3666 -1.4809 0.150 0.459 -0.293 0.403
H 7.0913 -2.3892 -0.4543 -0.244 -0.223 -0.624 0.401
H 6.1140 -3.0635 0.8124 -0.425 0.366 0.204 0.300
H 6.3351 -1.2457 0.5255 -0.564 -0.154 0.437 0.318
C -5.1344 0.6101 2.9902 -0.442 0.670 -0.648 -0.860
S -4.7428 0.7355 1.1626 0.148 0.280 0.572 0.496
O -3.5178 1.6119 1.1572 -0.337 -0.335 -0.415 -0.578
C -6.1501 1.8469 0.5672 0.536 0.029 0.726 -0.890
H -6.1345 0.1898 3.0961 -0.018 0.172 0.133 0.341
H -5.0360 1.6216 3.3842 -0.490 0.193 -0.195 0.294
H -4.4322 0.0549 3.6123 0.283 -0.490 -0.861 0.279
H -5.7613 2.8347 0.8146 -0.298 0.064 0.362 0.292
H -7.1034 1.6085 1.0388 0.200 0.065 0.329 0.324
H -6.3496 1.8776 -0.5040 0.619 -0.700 -0.094 0.317
C -3.2903 -4.9379 -0.9498 1.135 0.194 -0.179 -0.872
S -1.8108 -4.2081 -1.8355 0.326 2.016 2.206 0.441
O -1.7381 -2.7305 -1.3456 -0.126 -2.245 -0.842 -0.553
C -0.4895 -5.1293 -0.8602 -1.127 -0.279 -0.540 -0.858
H -4.2242 -4.5601 -1.3660 0.291 0.090 -0.123 0.326
H -3.1665 -4.6340 0.0897 -0.127 0.002 -0.044 0.236
H -3.2345 -6.0226 -1.0407 -0.057 0.015 -0.036 0.370
H -0.7507 -5.2774 0.1877 -0.205 0.369 -0.031 0.269
H 0.4938 -4.6655 -0.9377 -0.298 0.193 -0.309 0.278
H -0.5060 -6.1105 -1.3346 0.336 -0.102 -0.015 0.373
```
Positions in Å, forces in eV/Å.

## Properties
charge	+1
HOMO	-10.68	eV
max |F|	3.006	eV/Å
E	-3220.3930	Eh

Entry 3:
Density functional theory data (wB97M-V/def2-TZVPD) for C4H5Br2N as an isolated structure at a distorted geometry.

```
12
Properties=species:S:1:pos:R:3:forces:R:3:mulliken_charge:R:1
C 0.2485 0.7073 -0.4986 0.714 0.417 0.709 0.577
C -1.1794 0.8422 -0.6333 0.400 -0.718 2.745 -0.429
C -2.4226 0.2040 0.3812 1.576 1.490 0.918 -0.261
C 1.3761 -0.1773 -0.0450 -0.888 1.000 1.898 -0.933
N 0.1396 1.9404 -0.7432 -2.492 -1.426 0.811 -0.485
Br -2.6488 -1.6095 -0.1975 0.264 -0.379 -0.249 -0.042
Br -4.0785 1.1630 -0.0234 0.440 0.026 0.256 -0.083
H -1.7023 0.6375 -1.4899 -0.323 0.006 -2.743 0.373
H -2.3468 0.0817 1.5193 0.235 0.809 -1.835 0.395
H 2.3804 0.3387 -0.0013 -1.387 -0.417 0.505 0.298
H 1.4517 -0.9166 -0.7471 0.381 -2.106 -2.034 0.331
H 0.9854 -0.7672 0.8682 1.083 1.298 -0.980 0.258
```
Positions in Å, forces in eV/Å.

## Properties
HOMO	-9.81	eV
max |F|	2.984	eV/Å
E	-5358.0648	Eh
energy above the lowest of the compared OMol25 structures with the same formula, charge and spin	63.3	kcal/mol